No. 1
Below is a 4-piece molecular cluster, C18H28F3NO12S2 overall, with properties calculated with ωB97M-V/def2-TZVPD.

CARTESIAN COORDINATES (ANGSTROEM)
1 N -1.338 0.340 3.230
2 C -1.558 1.108 2.014
3 C -0.658 0.759 0.812
4 C 0.463 1.767 0.622
5 C 1.523 1.420 -0.412
6 C 2.475 0.247 -0.059
7 C 2.313 -1.012 -0.938
8 C 1.430 -2.141 -0.417
9 C 1.385 -3.323 -1.378
10 S 0.594 -2.839 -2.955
11 C 2.444 -0.064 1.444
12 S 2.416 1.436 2.379
13 O 3.497 2.266 1.939
14 O 2.268 1.132 3.769
15 O 1.056 2.094 1.928
16 H -0.448 0.573 3.658
17 H -1.372 -0.658 3.059
18 H -2.603 1.001 1.713
19 H -1.404 2.159 2.264
20 H -0.291 -0.263 0.910
21 H -1.242 0.815 -0.110
22 H -0.014 2.696 0.314
23 H 0.987 1.212 -1.342
24 H 2.120 2.314 -0.596
25 H 3.485 0.612 -0.248
26 H 1.958 -0.693 -1.922
27 H 3.307 -1.440 -1.105
28 H 0.402 -1.812 -0.249
29 H 1.831 -2.511 0.531
30 H 0.779 -4.117 -0.952
31 H 2.386 -3.705 -1.575
32 H -0.156 -3.935 -3.107
33 H 1.572 -0.630 1.762
34 H 3.360 -0.558 1.776
35 O 3.144 -6.042 -0.359
36 C 2.289 -6.786 -0.020
37 O 2.458 -7.854 0.793
38 C 1.176 -8.397 1.110
39 C 0.321 -7.890 -0.036
40 F -0.942 -7.596 0.351
41 O 0.982 -6.697 -0.406
42 H 0.825 -7.978 2.054
43 H 1.236 -9.479 1.177
44 H 0.274 -8.554 -0.901
45 O -2.339 3.499 -0.182
46 C -3.384 2.997 -0.430
47 O -3.543 1.697 -0.764
48 C -4.941 1.403 -0.815
49 C -5.543 2.779 -1.031
50 F -6.728 2.929 -0.400
51 O -4.584 3.631 -0.429
52 H -5.263 0.997 0.145
53 H -5.144 0.696 -1.612
54 H -5.665 3.067 -2.077
55 O 0.438 4.371 -3.479
56 C 0.370 5.050 -2.511
57 O 0.454 4.602 -1.239
58 C 0.482 5.719 -0.351
59 C -0.141 6.810 -1.200
60 F 0.408 8.025 -0.968
61 O 0.177 6.399 -2.516
62 H 1.516 5.968 -0.109
63 H -0.074 5.487 0.552
64 H -1.225 6.894 -1.108

Properties
Charge = 0
Lowest unoccupied orbital energy = 0.295 eV
SMILES = NCC[C@@H]1C[C@H](CCCS)CS(=O)(=O)O1.O=C1OC[C@@H](F)O1.O=C1OC[C@@H](F)O1.O=C1OC[C@@H](F)O1

=====

No. 2
Below is one molecule with the formula C6H8N2, with properties calculated with ωB97M-V/def2-TZVPD.

CARTESIAN COORDINATES (ANGSTROEM)
1 C 1.302 2.135 0.050
2 C 1.077 1.004 -0.533
3 C 0.589 -0.282 0.179
4 C 1.770 -1.078 0.039
5 N 2.757 -1.640 0.031
6 N -0.652 -0.696 -0.456
7 C -1.950 -0.208 -0.192
8 C -1.538 -1.634 0.166
9 H 1.492 3.004 -0.545
10 H 1.139 2.372 1.026
11 H 1.280 0.923 -1.588
12 H 0.460 0.053 1.172
13 H -2.544 0.114 -1.078
14 H -2.160 0.264 0.784
15 H -1.576 -1.737 1.238
16 H -1.446 -2.595 -0.293

Properties
Charge = 0
Lowest unoccupied orbital energy = 0.917 eV
SMILES = C=C[C@H](C#N)N1CC1
Energy above the lowest of the compared OMol25 structures with the same formula, charge and spin = 329.0 kJ/mol

=====

No. 3
Below is C21H47AlClINO5PSi as an isolated structure, with properties calculated with ωB97M-V/def2-TZVPD.

CARTESIAN COORDINATES (ANGSTROEM)
1 C 1.394 0.455 1.091
2 C 0.403 0.007 0.012
3 C -0.270 -1.356 0.193
4 I -0.592 -1.860 2.252
5 Al -2.048 -1.516 -0.905
6 C -2.173 0.195 -1.958
7 C -3.318 0.263 -2.987
8 C -3.906 1.653 -3.179
9 Cl -5.019 2.163 -1.857
10 C -3.677 -1.966 0.148
11 C -4.727 -0.861 0.252
12 O -5.670 -0.966 -0.825
13 Si -7.290 -1.049 -0.578
14 C -8.059 -0.554 -2.209
15 C -7.899 0.128 0.743
16 C -7.865 -2.779 -0.126
17 C -1.672 -3.023 -2.255
18 P -1.746 -4.589 -1.470
19 O -1.520 -4.607 -0.010
20 O -0.728 -5.630 -2.213
21 O -3.163 -5.217 -1.906
22 H 2.074 -0.359 1.362
23 H 1.982 1.300 0.712
24 H 0.880 0.803 1.985
25 H 0.961 -0.067 -0.930
26 H -0.343 0.795 -0.111
27 H 0.405 -2.141 -0.154
28 H -1.216 0.332 -2.481
29 H -2.262 1.060 -1.285
30 H -4.121 -0.443 -2.759
31 H -2.925 0.004 -3.978
32 H -4.488 1.735 -4.095
33 H -3.114 2.400 -3.185
34 H -3.432 -2.353 1.139
35 H -4.168 -2.799 -0.373
36 H -4.287 0.141 0.183
37 H -5.250 -0.896 1.220
38 H -7.478 -0.988 -3.026
39 H -9.096 -0.883 -2.298
40 H -8.009 0.532 -2.324
41 H -8.992 0.149 0.684
42 H -7.539 1.148 0.589
43 H -7.640 -0.182 1.757
44 H -8.851 -2.950 -0.566
45 H -7.936 -2.936 0.952
46 H -7.188 -3.533 -0.534
47 H -0.658 -2.887 -2.647
48 H -2.374 -2.962 -3.088
49 H 0.176 -5.304 -2.134
50 H -3.384 -5.940 -1.303
51 C 7.430 3.275 2.692
52 C 6.165 2.425 2.833
53 C 6.489 0.924 2.952
54 C 7.061 0.315 1.680
55 C 6.132 0.524 0.492
56 C 5.708 1.987 0.240
57 N 5.264 2.501 1.608
58 O 4.102 2.414 1.833
59 C 6.845 2.820 -0.354
60 C 4.513 2.049 -0.701
61 C 5.377 2.919 4.037
62 H 7.885 3.349 3.677
63 H 8.173 2.849 2.027
64 H 7.197 4.286 2.354
65 H 5.573 0.395 3.230
66 H 7.184 0.829 3.787
67 H 8.055 0.716 1.470
68 H 7.193 -0.756 1.833
69 H 6.604 0.190 -0.433
70 H 5.226 -0.074 0.626
71 H 6.599 3.883 -0.355
72 H 6.973 2.507 -1.388
73 H 7.798 2.684 0.144
74 H 3.702 1.396 -0.387
75 H 4.854 1.725 -1.682
76 H 4.126 3.065 -0.786
77 H 5.067 3.956 3.907
78 H 6.033 2.862 4.904
79 H 4.495 2.315 4.234

Properties
Charge = 0
Lowest unoccupied orbital energy = -4.351 eV

=====

No. 4
Below is C23H26N3O4P2SSe2Ti as an isolated structure, with properties calculated with ωB97M-V/def2-TZVPD.

CARTESIAN COORDINATES (ANGSTROEM)
1 Ti 0.099 0.286 0.531
2 N 4.201 -0.753 1.314
3 C 2.982 -0.156 1.341
4 S 2.409 0.545 -0.168
5 N 2.350 -0.123 2.475
6 N 1.139 0.561 2.354
7 C 0.867 1.362 3.320
8 C -0.168 2.367 3.271
9 C -0.393 3.179 4.390
10 C -1.238 4.264 4.320
11 C -1.857 4.570 3.106
12 C -1.652 3.789 1.989
13 C -0.816 2.671 2.061
14 O -0.605 1.931 0.982
15 H 4.773 -0.631 0.499
16 H 4.648 -0.946 2.194
17 H 1.541 1.354 4.175
18 H 0.122 2.946 5.315
19 H -1.404 4.885 5.189
20 H -2.508 5.432 3.038
21 H -2.126 4.013 1.042
22 Se -2.067 -0.431 -0.850
23 P -3.293 -1.357 0.738
24 Se -2.901 -3.374 1.239
25 C -3.191 -0.290 2.219
26 C -2.531 -0.736 3.359
27 C -2.514 0.047 4.505
28 C -3.172 1.267 4.524
29 C -3.828 1.716 3.385
30 C -3.828 0.948 2.233
31 C -5.024 -1.130 0.200
32 C -5.396 -0.231 -0.794
33 C -6.736 -0.068 -1.119
34 C -7.709 -0.794 -0.450
35 C -7.341 -1.692 0.543
36 C -6.005 -1.864 0.865
37 H -2.071 -1.717 3.350
38 H -2.002 -0.310 5.391
39 H -3.175 1.870 5.422
40 H -4.339 2.670 3.396
41 H -4.340 1.304 1.347
42 H -4.638 0.334 -1.320
43 H -7.016 0.628 -1.900
44 H -8.753 -0.666 -0.706
45 H -8.096 -2.267 1.063
46 H -5.710 -2.580 1.622
47 C 3.191 -3.654 -1.279
48 O 2.358 -3.032 -0.304
49 P 0.936 -2.451 -0.825
50 O 0.496 -1.855 0.685
51 C 0.631 -2.677 1.876
52 O 0.139 -3.846 -0.913
53 C -0.941 -3.975 -1.856
54 H 4.164 -3.805 -0.816
55 H 3.308 -3.017 -2.160
56 H 2.779 -4.619 -1.579
57 H 0.105 -2.159 2.673
58 H 1.684 -2.780 2.118
59 H 0.159 -3.636 1.688
60 H -0.869 -3.214 -2.635
61 H -1.887 -3.868 -1.330
62 H -0.860 -4.966 -2.298

Properties
Charge = 0
Lowest unoccupied orbital energy (alpha / beta) = -0.002 / -0.299 eV
Spin multiplicity = 2
Expectation value of S² = 0.755
Energy above the lowest of the compared OMol25 structures with the same formula, charge and spin = 117.2 kJ/mol

=====

No. 5
Below is C45H47BaN5O2Se as an isolated structure, with properties calculated with ωB97M-V/def2-TZVPD.

CARTESIAN COORDINATES (ANGSTROEM)
1 Ba -0.280 1.026 0.888
2 C -4.387 -0.578 0.590
3 C -3.405 -0.363 -0.560
4 C -3.931 0.675 -1.550
5 C -3.029 -1.651 -1.259
6 C -4.016 -2.380 -1.908
7 C -3.710 -3.540 -2.597
8 C -2.392 -3.945 -2.686
9 C -1.366 -3.239 -2.061
10 C 0.074 -3.662 -2.321
11 C 0.347 -3.732 -3.827
12 C 0.422 -4.998 -1.661
13 C -1.705 -2.116 -1.287
14 N -0.689 -1.426 -0.559
15 C -0.098 -2.141 0.335
16 C 1.092 -1.838 1.112
17 C 1.323 -2.722 2.194
18 C 2.491 -2.749 2.903
19 C 3.511 -1.850 2.529
20 C 3.358 -1.007 1.467
21 C 2.165 -0.977 0.659
22 N 2.038 -0.203 -0.419
23 C 3.234 0.158 -1.088
24 C 3.545 1.510 -1.350
25 C 4.715 1.839 -2.021
26 C 5.591 0.863 -2.465
27 C 5.256 -0.463 -2.270
28 C 4.089 -0.840 -1.611
29 C 3.751 -2.323 -1.592
30 C 3.498 -2.813 -3.020
31 C 4.839 -3.171 -0.931
32 C 2.621 2.638 -0.944
33 C 2.532 2.765 0.581
34 C 1.280 2.525 -1.682
35 H -4.560 0.367 1.108
36 H -4.006 -1.311 1.305
37 H -5.347 -0.944 0.222
38 H -2.489 0.028 -0.127
39 H -4.855 0.328 -2.017
40 H -3.207 0.858 -2.347
41 H -4.133 1.615 -1.037
42 H -5.041 -2.030 -1.871
43 H -4.491 -4.110 -3.085
44 H -2.148 -4.828 -3.263
45 H 0.733 -2.894 -1.910
46 H -0.258 -4.501 -4.309
47 H 1.393 -3.976 -4.012
48 H 0.127 -2.779 -4.309
49 H -0.223 -5.796 -2.038
50 H 0.305 -4.962 -0.577
51 H 1.457 -5.272 -1.878
52 H -0.519 -3.127 0.563
53 H 0.527 -3.415 2.449
54 H 2.632 -3.439 3.723
55 H 4.440 -1.829 3.088
56 H 4.168 -0.348 1.181
57 H 4.934 2.885 -2.198
58 H 6.503 1.132 -2.981
59 H 5.910 -1.235 -2.659
60 H 2.827 -2.468 -1.036
61 H 4.397 -2.717 -3.632
62 H 2.705 -2.237 -3.498
63 H 3.211 -3.867 -3.016
64 H 5.767 -3.137 -1.506
65 H 4.524 -4.215 -0.876
66 H 5.056 -2.828 0.080
67 H 3.078 3.567 -1.292
68 H 2.330 1.792 1.041
69 H 1.794 3.510 0.884
70 H 3.499 3.071 0.983
71 H 0.869 1.515 -1.600
72 H 1.439 2.684 -2.750
73 H 0.565 3.273 -1.336
74 O -2.638 2.340 0.984
75 C -2.161 3.468 0.741
76 N -0.845 3.740 0.796
77 C -0.652 5.060 0.408
78 O 0.415 5.620 0.306
79 C -2.002 5.669 0.110
80 C -2.371 6.928 -0.308
81 C -3.731 7.161 -0.509
82 C -4.673 6.158 -0.299
83 C -4.287 4.887 0.121
84 C -2.940 4.673 0.319
85 H -1.631 7.700 -0.473
86 H -4.066 8.136 -0.837
87 H -5.720 6.374 -0.467
88 H -5.011 4.099 0.284
89 Se 1.102 -0.067 4.377
90 N -0.494 0.144 3.597
91 C -1.348 0.500 4.541
92 C -2.731 0.791 4.319
93 C -3.491 1.144 5.382
94 C -2.949 1.230 6.709
95 C -1.645 0.973 6.963
96 C -0.795 0.606 5.873
97 N 0.498 0.362 5.979
98 H -3.134 0.742 3.315
99 H -4.539 1.375 5.237
100 H -3.610 1.514 7.517
101 H -1.222 1.042 7.955

Properties
Charge = 0
Lowest unoccupied orbital energy = -1.311 eV

=====

No. 6
Below is one molecule with the formula C4H7NO2, with properties calculated with ωB97M-V/def2-TZVPD.

CARTESIAN COORDINATES (ANGSTROEM)
1 O -2.386 -1.427 -0.584
2 C -1.529 -0.906 0.268
3 C -0.225 -0.774 -0.490
4 N 0.641 0.212 0.104
5 C 0.119 1.557 0.226
6 C 1.912 -0.071 0.499
7 O 2.699 0.730 0.964
8 H -3.227 -1.545 -0.118
9 H -0.776 1.551 0.858
10 H 0.258 -1.762 -0.433
11 H -0.398 -0.565 -1.560
12 H 0.891 2.180 0.678
13 H -0.145 1.957 -0.761
14 H 2.167 -1.138 0.348

Properties
Charge = 0
Lowest unoccupied orbital energy = 0.480 eV
Energy above the lowest of the compared OMol25 structures with the same formula, charge and spin = 312.9 kJ/mol

=====

No. 7
Below is a 7-piece molecular cluster, C10H26BClN7O12S2 overall, with properties calculated with ωB97M-V/def2-TZVPD.

CARTESIAN COORDINATES (ANGSTROEM)
1 C -2.956 0.464 1.550
2 C -2.622 -0.823 0.739
3 S -1.326 -0.542 -0.509
4 C 0.107 -0.004 0.456
5 B 0.947 1.170 -0.324
6 Cl 0.188 2.841 0.229
7 N 2.482 1.147 0.134
8 C 2.599 1.320 1.306
9 S 2.916 1.122 2.873
10 H -3.997 0.749 1.408
11 H -2.293 1.266 1.233
12 H -2.751 0.272 2.602
13 H -3.515 -1.231 0.268
14 H -2.285 -1.571 1.464
15 H -0.272 0.459 1.370
16 H 0.747 -0.825 0.785
17 H 0.891 1.044 -1.524
18 C 3.219 4.669 1.339
19 N 3.342 6.154 1.309
20 O 2.835 6.751 0.382
21 O 3.949 6.679 2.224
22 H 2.658 4.347 0.470
23 H 4.224 4.260 1.325
24 H 2.699 4.401 2.254
25 C -0.565 -4.853 1.897
26 N -0.488 -3.423 2.293
27 O 0.596 -2.887 2.276
28 O -1.535 -2.888 2.613
29 H 0.432 -5.192 1.640
30 H -0.964 -5.407 2.747
31 H -1.231 -4.922 1.042
32 C -0.986 0.056 -4.741
33 N -1.913 -0.933 -5.353
34 O -2.706 -1.498 -4.629
35 O -1.822 -1.112 -6.555
36 H -1.180 0.107 -3.680
37 H 0.028 -0.291 -4.931
38 H -1.175 1.015 -5.217
39 C 6.042 2.552 -2.456
40 N 5.628 2.463 -1.030
41 O 6.390 1.919 -0.256
42 O 4.555 2.940 -0.750
43 H 7.015 2.087 -2.563
44 H 5.293 2.031 -3.045
45 H 6.082 3.605 -2.719
46 C -3.531 3.689 -3.283
47 N -2.567 2.593 -3.570
48 O -2.319 1.829 -2.678
49 O -2.098 2.563 -4.704
50 H -3.858 3.595 -2.254
51 H -3.011 4.629 -3.443
52 H -4.364 3.580 -3.972
53 C -2.577 -7.229 5.472
54 N -2.413 -7.668 4.059
55 O -2.257 -6.804 3.219
56 O -2.447 -8.859 3.846
57 H -2.525 -6.147 5.506
58 H -3.545 -7.584 5.812
59 H -1.772 -7.677 6.047

Properties
Charge = -1
Lowest unoccupied orbital energy = 1.197 eV